This record from the OMol25 dataset describes 2 unconnected molecules or ions with the total composition C5H14N in a non-equilibrium geometry. The level of theory is ωB97M-V/def2-TZVPD.

XYZ file:
```
20
C5H14N ωB97M-V/def2-TZVPD
H 1.26892 0.63356 1.62867
H 10.26592 -0.21892 0.04157
C -1.84990 -1.30392 0.77160
H -3.73448 0.58482 -0.12907
H -1.87940 -1.86552 -0.15535
H 9.68656 -0.03870 -0.36166
C -0.25058 0.57272 0.18071
C -1.71963 0.21718 0.53499
H -1.79687 0.69335 1.45998
N 0.50158 0.03843 1.27509
H -2.66921 1.86705 -0.54367
H -2.71909 0.25893 -1.46665
H -0.35384 0.26686 -2.04001
H -2.71408 -1.56622 1.33285
C 0.23923 -0.02888 -1.14533
H -0.18463 1.63507 0.05397
C -2.77497 0.75471 -0.44079
H -0.89251 -1.63911 1.29435
H 0.24846 -1.11003 -1.03295
H 1.32852 0.24861 -1.25830
```

## Properties
* charge: +1
* energy relative to the best compared isomer or geometry (same formula, charge and spin): 149.2 kcal per mole
* HOMO: -16.0 eV
* HOMO-LUMO gap: 6.71 eV

natural (NBO) population analysis, charges in e, atoms 1 to 6: atom 1 (H): 0.37, atom 2 (H): 0.01, atom 3 (C): -0.63, atom 4 (H): 0.25, atom 5 (H): 0.22, atom 6 (H): -0.01

---

This record from the OMol25 dataset describes a molecular structure, C40H41AsIOPPtSi in a non-equilibrium geometry. The level of theory is ωB97M-V/def2-TZVPD.

XYZ file:
```
87
C40H41AsIOPPtSi ωB97M-V/def2-TZVPD
C 1.46570 1.67146 -4.67505
C 3.63513 -2.90112 2.12086
H -2.79404 -4.31307 0.77657
H 0.50264 4.30789 -1.17377
H 3.20709 -0.92400 -0.84128
C 2.11357 1.95141 -3.47541
H 3.84714 -2.87749 1.06017
C 0.31271 5.26346 2.07729
H 0.55446 6.10442 2.71799
C 1.40063 1.92531 -2.28059
C 3.11901 -2.96622 4.85924
H 1.35810 -5.78249 -0.92725
Si -0.91318 1.63367 -0.61929
H 4.70522 3.03972 -0.22527
H -0.80653 -1.00129 4.07995
H -5.98348 1.67345 -0.10095
H -1.67052 1.11925 -3.50071
H -4.90484 -0.86302 0.13345
H -4.76293 -2.12141 1.37320
C 2.46558 1.28372 1.62315
H 1.51054 -4.29771 1.03025
C -2.73559 -1.48495 -1.76234
C 2.22497 -2.33781 3.99159
C 3.22385 -0.01608 -0.25585
H 0.82424 -0.88429 -1.48247
C 0.88819 -2.79811 -2.47304
P -2.84545 -2.07887 -0.06981
C -0.31508 3.07525 0.41268
H -2.70872 -0.39372 -1.77044
H -2.58178 -1.24386 3.88740
C 0.59618 5.31735 0.71515
H -2.07914 3.67425 -2.38683
C 1.03010 -4.17616 -2.32038
H 2.01611 1.70290 -5.60931
C 4.07511 2.21462 0.09072
H -1.63083 -4.08983 -0.54482
H -1.81867 -1.85433 -2.22122
C -2.92547 3.21901 -1.87222
H -0.39776 1.13068 -5.60815
H 2.90913 -2.99591 5.92447
H 1.92984 2.13338 -1.34846
C 2.47591 -2.30484 2.62248
C -0.29394 4.13174 2.61302
C 1.22338 -2.49024 -0.10002
C 0.27863 4.23726 -0.11145
H -1.08433 2.17607 2.21966
O -0.62109 0.20506 0.11780
C -2.64579 -3.86047 -0.20465
H 0.96438 -4.83112 -3.18411
Pt -1.37068 -1.16805 1.43512
H -3.73622 0.81552 0.35499
C 0.02164 1.63060 -2.24623
C -1.59886 -1.40775 3.47080
H -4.32771 4.55460 -2.80287
C -4.19805 3.72186 -2.11936
As 1.25138 -1.32541 1.46921
I -1.30946 -3.53461 3.54990
H -5.19629 -2.56933 -0.29929
C 1.25084 -4.71009 -1.05571
H -3.37577 -4.26023 -0.91672
C 0.10800 1.35753 -4.67457
H 4.97221 -4.04688 5.02982
C 0.97119 -1.95359 -1.36771
C 3.28551 2.33780 1.22757
H 5.42378 -3.99296 2.58849
C -2.70244 2.14594 -0.98700
H 3.28768 3.26154 1.79755
C -0.60448 1.34164 -3.47435
H 4.68236 0.92717 -1.52079
C 2.41900 0.11021 0.87473
H -3.60578 -1.84417 -2.31712
C -4.59935 -1.89341 0.32053
C -0.60069 3.05557 1.78805
C 1.34320 -3.87125 0.05138
C 4.52642 -3.52838 2.98479
H 1.86124 1.38771 2.51382
C -3.84243 1.61232 -0.35676
C 4.27039 -3.56119 4.35595
H 1.32791 -1.88132 4.39051
H 3.17285 2.19197 -3.47090
C -5.12633 2.10897 -0.60537
H 1.05825 6.20289 0.29369
H -6.30130 3.56437 -1.67127
C 4.05379 1.03392 -0.64266
H 0.70802 -2.37420 -3.45535
H -0.53093 4.09228 3.67192
C -5.30724 3.16548 -1.48674
```

## Properties
* charge: 0
* energy relative to the best compared isomer or geometry (same formula, charge and spin): 42.2 kcal per mole
* HOMO (spin up / spin down): -6.9 / -6.9 eV
* HOMO-LUMO gap (spin up / spin down): 6.59 / 6.59 eV

Mulliken population analysis, charges in e, atoms 1 to 6: atom 1 (C): -0.68, atom 2 (C): -0.26, atom 3 (H): 0.34, atom 4 (H): 0.34, atom 5 (H): 0.36, atom 6 (C): -0.95